1.
{"formula": "C4H9N2O", "method": "ωB97M-V with the def2-TZVPD basis set", "elements": ["N", "C", "N", "C", "C", "C", "O", "H", "H", "H", "H", "H", "H", "H", "H", "H"], "xyz": [[2.085, 0.716, -0.151], [1.170, -0.228, -0.239], [1.295, -1.417, 0.293], [-0.247, 0.054, -0.772], [-1.087, 0.911, 0.120], [-2.026, -0.219, 0.286], [-1.071, -1.114, -0.530], [1.926, 1.592, -0.480], [2.853, 0.527, 0.469], [0.563, -2.131, 0.208], [2.178, -1.520, 0.797], [-0.307, 0.454, -1.780], [-1.368, 1.863, -0.462], [-0.570, 1.242, 1.079], [-2.292, -0.437, 1.367], [-3.103, -0.293, -0.204]], "forces_ev_per_angstrom": [[0.25, -3.61, 1.26], [-2.33, -0.06, -0.36], [1.62, 0.76, 0.30], [0.56, -1.05, 0.11], [0.91, 4.03, 0.42], [-3.12, -1.87, -0.36], [-0.75, 1.19, 0.92], [-0.43, 2.95, -1.07], [0.48, 0.46, -0.15], [0.31, 0.56, 0.11], [-0.61, -1.02, -0.13], [0.49, -0.58, -0.43], [-0.15, -1.40, 1.24], [-0.79, -0.44, -1.12], [1.09, -0.59, -1.20], [2.47, 0.69, 0.46]], "orbital_gap_ev": 10.978, "smiles": "NC(=[NH2+])[C@@H]1CCO1", "e_homo_ev": -14.48, "total_charge": 1}

---

2.
{"formula": "C3H5NO2", "method": "ωB97M-V with the def2-TZVPD basis set", "elements": ["O", "C", "C", "O", "C", "N", "H", "H", "H", "H", "H"], "xyz": [[1.921, -0.852, -0.958], [1.139, -1.012, -0.065], [-0.111, -0.228, 0.137], [-0.817, -0.498, 1.309], [-0.208, 1.150, -0.449], [-0.906, 0.039, -1.035], [1.300, -1.766, 0.733], [-0.297, -0.247, 2.080], [0.631, 1.507, -1.031], [-0.751, 1.898, 0.117], [-1.902, 0.008, -0.838]], "forces_ev_per_angstrom": [[-0.06, 0.10, -0.07], [0.08, -0.42, 0.26], [-0.31, 0.94, -0.07], [-0.05, -0.23, -0.01], [0.32, 0.21, 0.22], [-0.21, -0.61, -0.50], [0.12, -0.07, -0.03], [0.01, 0.07, -0.09], [0.02, 0.07, -0.06], [-0.05, -0.13, 0.10], [0.12, 0.08, 0.24]], "orbital_gap_ev": 10.223, "smiles": "O=C[C@@]1(O)CN1", "e_homo_ev": -9.64}

---

3.
{"formula": "C30H38AsN4O5Tb", "method": "ωB97M-V with the def2-TZVPD basis set", "elements": ["Tb", "O", "C", "C", "N", "C", "C", "O", "O", "C", "C", "O", "O", "H", "H", "H", "H", "H", "H", "H", "H", "H", "N", "C", "C", "C", "N", "C", "C", "N", "C", "H", "H", "H", "H", "H", "H", "H", "H", "H", "H", "H", "H", "H", "H", "H", "H", "C", "C", "C", "C", "C", "C", "As", "C", "C", "C", "C", "C", "C", "C", "C", "C", "C", "C", "C", "H", "H", "H", "H", "H", "H", "H", "H", "H", "H", "H", "H", "H"], "xyz": [[1.051, 0.705, -0.532], [1.420, -1.555, -1.538], [1.319, -1.621, -3.008], [2.569, -0.956, -3.637], [2.690, 0.504, -3.498], [1.536, 1.367, -3.845], [0.694, 1.633, -2.632], [0.993, 2.649, -1.876], [-0.225, 0.754, -2.368], [3.931, 1.071, -2.944], [4.143, 1.470, -1.438], [5.130, 2.214, -1.193], [3.295, 0.988, -0.583], [1.524, -2.475, -1.200], [0.391, -1.134, -3.296], [1.309, -2.674, -3.346], [2.501, -1.153, -4.716], [3.502, -1.399, -3.251], [0.954, 0.851, -4.630], [1.911, 2.305, -4.237], [4.095, 2.009, -3.481], [4.780, 0.403, -3.186], [3.966, 3.894, 0.800], [2.721, 3.190, 1.296], [3.064, 2.212, 2.414], [1.854, 1.327, 2.813], [1.687, 0.138, 1.903], [0.553, 2.161, 2.952], [0.275, 3.211, 1.840], [-0.183, 2.523, 0.589], [1.539, 4.110, 1.604], [3.739, 4.822, 0.424], [4.511, 3.334, 0.052], [4.598, 4.120, 1.571], [2.434, 2.612, 0.381], [3.312, 2.791, 3.306], [3.913, 1.593, 2.146], [2.060, 0.967, 3.831], [0.976, -0.482, 2.271], [2.597, -0.389, 1.914], [0.673, 2.765, 3.867], [-0.299, 1.500, 3.062], [-0.517, 3.836, 2.265], [-0.129, 3.177, -0.195], [-1.174, 2.280, 0.742], [1.633, 4.724, 2.500], [1.277, 4.788, 0.805], [-6.114, 1.120, 0.617], [-5.054, 1.371, 1.476], [-3.876, 0.626, 1.376], [-3.722, -0.310, 0.352], [-4.828, -0.638, -0.417], [-6.024, 0.071, -0.297], [-1.914, -1.037, 0.032], [-2.168, -2.683, -0.998], [-2.311, -2.713, -2.398], [-2.451, -3.942, -3.032], [-2.295, -5.123, -2.272], [-2.125, -5.088, -0.891], [-2.022, -3.854, -0.241], [-1.739, -3.642, 1.199], [-1.482, -4.637, 2.152], [-1.152, -4.298, 3.439], [-1.156, -2.963, 3.837], [-1.428, -1.957, 2.924], [-1.672, -2.279, 1.579], [-7.001, 1.695, 0.735], [-5.108, 2.163, 2.203], [-3.074, 0.852, 2.072], [-4.767, -1.484, -1.086], [-6.849, -0.153, -0.944], [-2.417, -1.794, -2.960], [-2.640, -4.011, -4.097], [-2.395, -6.051, -2.789], [-2.126, -6.020, -0.335], [-1.505, -5.688, 1.873], [-0.880, -5.077, 4.123], [-0.850, -2.703, 4.833], [-1.451, -0.913, 3.219]], "forces_ev_per_angstrom": [[0.66, -1.85, 2.05], [-0.18, -0.79, 0.02], [1.28, -0.23, -0.11], [-0.50, 0.46, -0.31], [-0.25, -0.01, 2.08], [1.04, -0.69, -0.81], [-1.37, 1.83, -2.64], [-0.40, -2.85, -0.77], [1.61, 1.84, 0.70], [-0.05, 0.38, -0.50], [0.71, 0.12, -0.83], [-2.43, -0.98, 0.34], [0.01, 0.32, -0.18], [-0.17, 1.06, -0.22], [0.10, -0.11, -0.02], [-0.12, 0.44, 0.37], [0.07, -0.31, 0.08], [-0.52, 0.02, -0.14], [0.15, 0.31, 0.41], [0.07, 0.23, -0.14], [0.29, -0.06, -0.01], [-0.40, 0.32, 0.01], [0.29, 0.60, 0.05], [-0.53, -0.51, -1.37], [-0.84, 0.15, 0.12], [-0.25, 0.09, 0.33], [1.24, 0.40, -0.23], [0.92, 0.72, -0.47], [0.60, -0.62, 0.65], [-0.24, 0.53, 0.93], [-0.95, -0.90, 0.46], [-0.10, -0.33, -0.28], [-0.30, -0.06, 0.44], [0.13, -0.31, 0.05], [0.31, 0.62, 0.91], [0.19, 0.00, 0.05], [0.20, -0.09, -0.10], [0.07, -0.10, -0.30], [-0.11, -0.22, 0.34], [-1.21, 0.51, -0.06], [-0.21, -0.43, -0.09], [-0.25, -0.10, 0.17], [0.03, 0.13, -0.46], [-0.38, -0.09, 0.12], [0.45, 0.10, -0.35], [0.39, -0.08, 0.11], [0.29, 0.23, -0.52], [0.55, -0.66, 0.10], [0.50, -0.41, -0.13], [-0.06, 0.66, -0.44], [0.20, -0.13, 0.52], [-0.14, -0.09, -0.20], [0.59, 0.38, 0.36], [-0.20, -1.16, 1.07], [0.49, 0.52, -0.83], [-0.57, -0.34, 0.65], [0.64, -0.46, 0.73], [-0.54, 1.07, -0.09], [-0.04, 0.15, -0.35], [-0.10, 0.07, -0.04], [0.06, 0.70, 0.04], [-0.16, -0.11, -0.97], [-0.05, 0.52, 0.20], [0.35, -0.04, -0.16], [-0.03, 0.00, -1.00], [-0.15, -0.28, 0.22], [-0.61, 0.32, -0.17], [-0.15, 0.03, 0.21], [0.14, -0.05, -0.05], [0.00, 0.07, -0.33], [-0.29, -0.20, -0.13], [0.04, 0.07, -0.01], [0.06, 0.05, 0.06], [-0.01, -0.58, -0.09], [0.22, 0.11, -0.01], [-0.01, 0.20, -0.03], [0.00, -0.17, 0.37], [-0.16, 0.05, 0.39], [0.08, 0.01, 0.22]], "orbital_gap_ev": [7.577, 7.727], "e_homo_ev": [-12.91, -12.91], "spin_multiplicity": 7, "total_charge": 2}

---

Going through the records in order, we get max |F| values of 4.150 0.991 3.493 eV/Å.